Density functional theory data (ωB97M-V with the def2-TZVPD basis set) for a structure of composition C24H27F9GeHfNO6Se.

Atoms and positions in Å:
Hf: 0.37 0.41 -1.22
O: -3.33 2.55 -1.63
C: -2.43 1.63 -1.60
O: -1.51 1.54 -0.78
C: -2.50 0.62 -2.70
C: -3.53 0.43 -3.61
C: -3.38 -0.60 -4.54
C: -2.24 -1.39 -4.53
C: -1.26 -1.12 -3.58
N: -1.39 -0.13 -2.69
C: 0.07 -1.78 -3.40
O: 0.44 -2.83 -4.04
O: 0.85 -1.26 -2.59
H: -3.24 3.20 -0.90
H: -4.40 1.07 -3.60
H: -4.16 -0.79 -5.27
H: -2.13 -2.19 -5.25
H: -0.21 -3.20 -4.67
C: 0.21 -5.23 2.02
Ge: -0.86 -3.81 2.83
C: -0.46 -3.54 4.72
C: -2.75 -4.05 2.44
C: -0.41 -2.01 1.98
Se: -0.12 -2.08 0.06
C: 1.74 -2.69 0.01
H: -0.20 -6.19 2.34
H: 1.26 -5.21 2.34
H: 0.18 -5.22 0.93
H: -0.70 -4.45 5.28
H: -1.06 -2.73 5.14
H: 0.59 -3.32 4.88
H: -3.10 -5.00 2.83
H: -2.94 -4.05 1.36
H: -3.36 -3.27 2.89
H: 0.45 -1.51 2.42
H: -1.28 -1.37 2.11
H: 1.88 -3.24 0.94
H: 2.43 -1.85 -0.03
H: 1.87 -3.35 -0.83
F: -0.30 3.37 -3.36
C: 0.93 3.91 -3.15
F: 1.49 4.16 -4.32
F: 0.76 5.04 -2.48
C: 1.77 2.89 -2.31
O: 0.96 2.32 -1.36
C: 2.99 3.57 -1.65
F: 3.67 2.62 -0.96
F: 3.79 4.10 -2.56
F: 2.61 4.49 -0.79
C: 2.20 1.71 -3.19
F: 1.04 1.17 -3.70
F: 3.05 1.85 -4.14
F: 2.61 0.69 -2.34
C: 3.21 1.28 1.98
C: 1.78 1.24 1.59
O: 1.48 0.58 0.55
C: 0.76 1.92 2.36
C: -0.59 1.50 2.28
C: -1.55 2.12 3.05
C: -1.19 3.18 3.89
C: 0.14 3.60 3.97
C: 1.11 2.96 3.23
H: 3.79 0.59 1.37
H: 3.34 1.07 3.04
H: 3.59 2.30 1.80
H: -0.85 0.64 1.67
H: -2.57 1.78 3.03
H: -1.94 3.66 4.49
H: 0.40 4.41 4.63
H: 2.14 3.29 3.31

net charge = +3
highest occupied orbital energy = -17.17 eV
lowest unoccupied orbital energy = -10.61 eV
electronic energy = -6861.3764 a.u.
spin multiplicity = 1



Density functional theory data (ωB97M-V with the def2-TZVPD basis set) for a structure of composition C24H27F9O7STl at a distorted geometry.

Atoms and positions in Å:
C: -3.53 1.74 2.82
C: -2.48 0.88 2.73
C: -2.23 -0.03 1.57
C: -1.41 0.66 0.41
C: -2.47 1.56 -0.29
C: -3.57 0.78 -1.03
O: -4.70 1.62 -1.09
C: -5.79 1.16 -0.30
O: -6.05 1.78 0.66
C: -6.57 -0.04 -0.73
C: -6.33 -1.21 0.27
C: -0.74 -0.36 -0.53
C: 0.81 -0.22 -0.67
C: 1.19 1.09 -1.43
C: 2.11 0.93 -2.56
C: 3.05 2.04 -2.81
C: 3.93 2.01 -3.85
C: 3.96 0.91 -4.72
C: 3.05 -0.20 -4.47
C: 2.16 -0.18 -3.44
C: 1.55 -0.30 0.67
C: 1.16 -1.64 1.32
O: 1.31 -2.66 0.34
O: 1.11 -3.86 1.05
C: 3.08 -0.13 0.51
F: 3.44 -0.98 -0.50
F: 3.39 1.10 0.04
C: 3.98 -0.42 1.76
F: 3.32 -0.26 2.92
F: 4.95 0.50 1.75
C: 4.70 -1.80 1.76
F: 3.88 -2.81 1.41
F: 5.71 -1.75 0.89
C: 5.32 -2.17 3.15
F: 6.10 -3.22 2.94
F: 4.36 -2.55 3.99
F: 6.05 -1.19 3.63
S: 0.80 0.99 1.77
O: 1.71 2.06 1.93
O: 0.44 0.34 2.98
O: -0.49 1.60 1.02
H: -3.57 2.45 3.63
H: -4.37 1.74 2.13
H: -1.81 0.83 3.58
H: -1.70 -0.89 1.97
H: -3.21 -0.37 1.23
H: -1.96 2.21 -1.06
H: -2.87 2.28 0.42
H: -3.76 -0.22 -0.64
H: -3.25 0.62 -2.08
H: -6.35 -0.34 -1.76
H: -7.62 0.25 -0.68
H: -5.50 -1.82 -0.07
H: -6.07 -0.77 1.23
H: -7.23 -1.80 0.38
H: -0.99 -1.35 -0.16
H: -1.13 -0.33 -1.54
H: 1.08 -1.05 -1.31
H: 1.60 1.86 -0.78
H: 0.26 1.54 -1.83
H: 3.01 2.90 -2.16
H: 4.58 2.87 -4.00
H: 4.65 0.91 -5.55
H: 3.10 -1.04 -5.15
H: 1.49 -1.01 -3.28
H: 1.76 -1.90 2.19
H: 0.13 -1.64 1.65
H: 1.87 -4.42 0.81
Tl: -2.40 2.75 -3.01

net charge = +3
highest occupied orbital energy = -17.30 eV
lowest unoccupied orbital energy = -15.37 eV
electronic energy = -2925.4642 a.u.
spin multiplicity = 1



Density functional theory data (ωB97M-V with the def2-TZVPD basis set) for a structure of composition C24H27MoOPS3.

Atoms and positions in Å:
Mo: 0.65 0.16 0.85
C: 1.62 -3.02 1.13
C: 0.89 -3.12 -0.20
S: 0.66 -1.48 -0.99
C: -1.09 -1.50 -1.53
C: -2.10 -1.63 -0.41
S: -1.84 -0.40 0.92
C: -1.89 -1.38 2.46
C: -0.83 -2.46 2.57
S: 0.88 -1.83 2.31
H: 2.65 -2.69 1.01
H: 1.65 -3.99 1.63
H: -0.09 -3.59 -0.11
H: 1.48 -3.71 -0.90
H: -1.19 -2.32 -2.25
H: -1.21 -0.58 -2.10
H: -2.09 -2.62 0.05
H: -3.10 -1.47 -0.80
H: -2.88 -1.82 2.53
H: -1.82 -0.64 3.26
H: -0.98 -3.27 1.87
H: -0.84 -2.89 3.58
O: 2.34 0.83 0.37
P: 2.60 2.27 1.13
C: 2.12 1.74 2.78
C: 3.05 1.17 3.64
C: 2.61 0.56 4.82
C: 1.25 0.47 5.11
C: 0.32 0.98 4.23
C: 0.73 1.62 3.05
C: 1.13 3.09 0.48
C: 0.79 4.36 0.88
C: -0.49 4.87 0.60
C: -1.44 4.10 -0.06
C: -1.11 2.82 -0.50
C: 0.16 2.29 -0.23
C: 4.16 2.94 0.93
C: 4.80 3.57 2.02
C: 6.01 4.20 1.80
C: 6.58 4.20 0.53
C: 5.94 3.58 -0.56
C: 4.73 2.96 -0.37
H: 4.11 1.22 3.43
H: 3.34 0.17 5.52
H: 0.94 0.02 6.04
H: -0.73 0.99 4.50
H: 0.01 2.22 2.50
H: 1.50 4.98 1.42
H: -0.73 5.88 0.89
H: -2.42 4.51 -0.27
H: -1.82 2.27 -1.10
H: 0.54 1.57 -0.98
H: 4.36 3.59 3.00
H: 6.52 4.69 2.62
H: 7.53 4.69 0.37
H: 6.40 3.60 -1.53
H: 4.24 2.48 -1.21

⟨S²⟩ = 2.032
net charge = +4
highest occupied orbital energy (alpha / beta) = -20.15 / -20.15 eV
lowest unoccupied orbital energy (alpha / beta) = -15.60 / -14.81 eV
electronic energy = -2608.5400 a.u.
spin multiplicity = 3



Density functional theory data (ωB97M-V with the def2-TZVPD basis set) for an isolated molecule of C24H27N3O2 at a distorted geometry.

Atoms and positions in Å:
C: -0.81 2.19 3.11
N: 0.04 1.45 2.08
C: 1.26 0.98 2.81
N: 0.41 2.57 1.22
C: -0.59 0.19 1.45
C: -2.00 0.44 1.10
C: -2.37 1.31 0.00
O: -1.74 1.54 -1.03
C: -3.56 2.07 0.46
C: -3.88 3.35 0.03
C: -4.70 4.14 0.82
C: -5.13 3.66 2.07
C: -4.72 2.42 2.55
C: -3.97 1.60 1.72
C: -3.01 0.54 2.15
O: -2.95 0.04 3.27
C: 0.18 -0.56 0.30
C: 1.31 0.00 -0.29
C: 2.11 -0.69 -1.20
C: 1.77 -1.98 -1.66
C: 0.53 -2.54 -1.22
C: -0.21 -1.82 -0.24
C: 0.11 -3.87 -1.79
C: 0.87 -4.29 -3.06
C: 2.36 -4.01 -2.94
N: 2.61 -2.65 -2.52
C: 3.99 -2.22 -2.68
C: 4.10 -0.71 -2.76
C: 3.38 -0.05 -1.58
H: -1.18 1.52 3.90
H: -0.13 2.94 3.54
H: -1.63 2.77 2.64
H: 0.91 0.29 3.59
H: 1.92 0.48 2.10
H: 1.75 1.86 3.25
H: 1.27 2.40 0.72
H: -0.35 2.87 0.62
H: -0.62 -0.51 2.29
H: -3.43 3.71 -0.89
H: -4.97 5.13 0.49
H: -5.75 4.28 2.70
H: -4.94 2.09 3.56
H: 1.63 1.00 -0.03
H: -1.12 -2.28 0.15
H: -0.96 -3.88 -2.01
H: 0.26 -4.66 -1.04
H: 0.49 -3.75 -3.93
H: 0.74 -5.35 -3.28
H: 2.88 -4.15 -3.90
H: 2.83 -4.72 -2.24
H: 4.58 -2.59 -1.82
H: 4.39 -2.70 -3.58
H: 5.16 -0.42 -2.78
H: 3.65 -0.37 -3.70
H: 3.17 1.00 -1.83
H: 4.05 -0.02 -0.71

net charge = 0
highest occupied orbital energy = -6.93 eV
lowest unoccupied orbital energy = 0.44 eV
structure (SMILES) = C[N+](C)(N)[C@@H](C1=C([O-])c2ccccc2C1=O)c1cc2c3c(c1)CCCN3CCC2
ΔE to the lowest compared entry with this formula, charge and spin = 400.11 kJ/mol
electronic energy = -1245.3998 a.u.
spin multiplicity = 1